[1]
The following is a quantum chemistry calculation of the molecule C5H11N, from OMol25.

Values from the calculation:
energy relative to the best compared isomer or geometry (same formula, charge and spin): 26.9 kcal per mole
charge: 0
HOMO energy: -0.3244 Eh
2S+1: 1

Last column: Löwdin charge in e.
Element x y z (Å)
1 C 1.952 -0.188 -0.549  -0.10
2 N 0.890 0.661 -0.053  -0.11
3 C 0.390 0.483 1.295  -0.10
4 C -0.469 0.166 0.120  -0.53
5 C -1.511 1.145 -0.383  -0.04
6 C -0.836 -1.289 -0.096  -0.04
7 H 1.915 -1.236 -0.210  0.07
8 H 1.923 -0.181 -1.643  0.08
9 H 2.915 0.229 -0.236  0.08
10 H 0.246 1.392 1.879  0.10
11 H 0.753 -0.372 1.872  0.11
12 H -2.526 0.799 -0.162  0.08
13 H -1.419 1.250 -1.470  0.08
14 H -1.376 2.136 0.059  0.08
15 H -1.674 -1.546 0.563  0.09
16 H -1.155 -1.477 -1.128  0.08
17 H -0.017 -1.973 0.142  0.07

---

[2]
The following is a quantum chemistry calculation of a structure of composition C3H8O3, from OMol25.

Values from the calculation:
energy relative to the best compared isomer or geometry (same formula, charge and spin): 44.6 kcal per mole
charge: 0
HOMO energy: -0.3654 Eh
2S+1: 1

Last column: Löwdin charge in e.
Element x y z (Å)
1 O -1.210 0.066 0.251  0.12
2 O 0.983 -0.005 0.773  0.08
3 C -0.305 -0.425 0.888  -0.47
4 C -0.423 -1.541 1.882  0.02
5 H 0.962 0.728 0.099  -0.02
6 H -1.472 -1.870 1.963  0.09
7 H -0.081 -1.208 2.876  0.10
8 H 0.192 -2.401 1.569  0.10
9 O 0.132 1.385 -0.656  -0.13
10 C 0.417 1.115 -2.026  -0.10
11 H -0.740 0.991 -0.447  -0.06
12 H 1.400 1.567 -2.238  0.09
13 H -0.330 1.564 -2.702  0.09
14 H 0.474 0.034 -2.233  0.09

---

[3]
The following is a quantum chemistry calculation of a cluster of 2 separate species, C2H10NOS2 in total, from OMol25.

Values from the calculation:
energy relative to the best compared isomer or geometry (same formula, charge and spin): 15.1 kcal per mole
charge: +1
HOMO energy: -0.4494 Eh
2S+1: 1

Last column: Löwdin charge in e.
Element x y z (Å)
1 N -0.909 -0.989 0.093  0.18
2 C -0.872 0.484 0.385  -0.22
3 C 0.549 1.037 0.456  -0.58
4 S 0.905 1.530 2.160  0.46
5 S 2.697 2.519 1.789  0.38
6 H -0.292 -1.196 -0.695  0.11
7 H -1.855 -1.250 -0.181  0.17
8 H -0.555 -1.534 0.877  0.18
9 H -1.421 0.635 1.309  0.11
10 H -1.477 0.971 -0.376  0.14
11 H 1.263 0.284 0.102  0.08
12 H 0.636 1.865 -0.229  0.07
13 H 3.473 1.733 2.538  -0.19
14 H -1.433 -2.211 -2.953  0.08
15 H 0.009 -2.260 -2.616  0.07
16 O -0.717 -1.618 -2.658  -0.05

---

[4]
The following is a quantum chemistry calculation of a structure of composition C2H10I2Si3, from OMol25.

Values from the calculation:
energy relative to the best compared isomer or geometry (same formula, charge and spin): 43.6 kcal per mole
charge: 0
HOMO energy (spin up / spin down): -0.2354 / -0.3388 Eh
2S+1: 3

Last column: Mulliken spin population.
Element x y z (Å)
1 C 0.384 -1.126 0.902  0.01
2 C 1.405 0.794 -1.154  0.80
3 Si -0.674 2.705 -0.367  0.87
4 Si 0.941 -0.970 -0.932  0.01
5 Si -1.316 -1.742 1.187  0.00
6 I 3.171 1.364 -0.137  0.17
7 I -2.646 0.286 1.579  0.01
8 H 0.964 -1.948 1.259  0.00
9 H 0.654 -0.063 1.350  0.00
10 H 1.500 0.867 -2.241  0.00
11 H -0.672 3.972 -1.029  0.04
12 H -1.591 1.687 -0.715  0.02
13 H -0.433 2.485 1.007  0.02
14 H -0.204 -1.175 -1.937  0.00
15 H 1.930 -2.150 -0.996  0.05
16 H -1.977 -2.393 2.313  0.00
17 H -1.438 -2.591 -0.091  0.00

---

[5]
The following is a quantum chemistry calculation of a cluster of 2 separate species, C2H10N3 in total, from OMol25.

Values from the calculation:
energy relative to the best compared isomer or geometry (same formula, charge and spin): 61.3 kcal per mole
charge: +2
HOMO energy (spin up / spin down): -0.7698 / -0.7527 Eh
2S+1: 2

Last column: Mulliken spin population.
Element x y z (Å)
1 C 1.968 -0.305 0.975  0.04
2 N 0.568 -0.824 0.817  0.62
3 H 1.916 0.839 0.850  0.00
4 H 2.518 -0.602 0.084  0.02
5 H 2.299 -0.762 1.950  0.06
6 H 0.711 -1.745 0.999  0.00
7 H 0.026 -0.262 1.516  0.00
8 H 0.345 -0.220 -0.533  -0.04
9 N -2.080 0.516 -0.122  0.08
10 C -1.475 0.423 -1.340  -0.01
11 N -0.243 0.090 -1.467  0.22
12 H -3.035 0.915 0.053  0.00
13 H -1.466 0.780 0.692  0.00
14 H -2.148 0.700 -2.195  0.02
15 H 0.095 0.457 -2.279  0.00

---

[6]
The following is a quantum chemistry calculation of a structure of composition C34H54CoN3O2P2, from OMol25.

Values from the calculation:
energy relative to the best compared isomer or geometry (same formula, charge and spin): 54.9 kcal per mole
charge: +1
HOMO energy (spin up / spin down): -0.3395 / -0.3610 Eh
2S+1: 4

Last column: Mulliken spin population.
Element x y z (Å)
1 C -1.605 -1.337 -2.070  -0.05
2 C 0.695 -1.850 -1.953  0.00
3 C -1.811 -2.287 -3.067  0.07
4 C 0.510 -2.877 -2.908  0.10
5 C -0.743 -3.092 -3.453  -0.01
6 H -2.809 -2.360 -3.492  0.00
7 H 1.387 -3.418 -3.228  0.00
8 H -0.883 -3.843 -4.226  0.00
9 N -0.442 -1.287 -1.392  0.11
10 P -2.429 0.145 0.057  -0.07
11 P 2.633 -0.299 -0.418  0.06
12 C -2.642 -0.281 -1.727  0.01
13 H -2.496 0.633 -2.333  0.00
14 H -3.658 -0.627 -1.955  -0.01
15 C 0.109 0.944 1.408  -0.10
16 O 0.403 1.597 2.334  -0.02
17 C 1.997 -1.311 -1.718  0.38
18 H 2.796 -1.933 -2.136  -0.02
19 C 4.159 0.550 -1.296  0.13
20 C 3.128 -1.206 1.216  0.12
21 C -3.166 1.859 0.095  0.01
22 C -3.531 -1.176 0.864  -0.05
23 C 3.960 2.060 -1.056  0.04
24 H 3.924 2.303 0.016  0.00
25 H 4.804 2.605 -1.511  0.00
26 H 3.030 2.415 -1.516  -0.01
27 C 5.534 0.096 -0.774  0.03
28 H 5.691 0.264 0.300  0.00
29 H 5.723 -0.959 -1.016  0.00
30 H 6.296 0.688 -1.310  0.00
31 C 4.165 0.263 -2.808  0.04
32 H 4.879 0.949 -3.293  0.00
33 H 4.478 -0.764 -3.020  0.00
34 H 3.181 0.417 -3.265  -0.02
35 C 3.738 -0.134 2.140  0.01
36 H 2.986 0.615 2.422  0.00
37 H 4.107 -0.622 3.052  0.00
38 H 4.577 0.401 1.684  0.00
39 C 1.869 -1.795 1.868  0.07
40 H 1.128 -1.025 2.119  0.02
41 H 1.383 -2.541 1.224  -0.01
42 H 2.149 -2.280 2.814  0.00
43 C 4.099 -2.356 0.943  0.04
44 H 5.086 -2.019 0.613  0.00
45 H 4.233 -2.905 1.886  0.00
46 H 3.694 -3.059 0.201  -0.01
47 C -4.056 -0.656 2.210  0.01
48 H -4.594 -1.480 2.709  0.00
49 H -3.227 -0.349 2.862  -0.01
50 H -4.777 0.165 2.091  0.00
51 C -2.631 -2.400 1.100  0.01
52 H -2.194 -2.769 0.160  0.01
53 H -1.832 -2.162 1.819  0.01
54 H -3.248 -3.207 1.526  0.00
55 C -4.728 -1.627 0.000  0.00
56 H -5.342 -2.305 0.615  0.00
57 H -5.376 -0.797 -0.312  0.00
58 H -4.413 -2.194 -0.887  0.00
59 C -2.366 2.775 -0.850  0.00
60 H -2.545 2.548 -1.907  0.00
61 H -2.698 3.807 -0.676  0.00
62 H -1.284 2.727 -0.671  0.00
63 C -3.052 2.411 1.521  0.01
64 H -2.012 2.421 1.871  0.00
65 H -3.426 3.441 1.506  0.00
66 H -3.652 1.847 2.241  0.00
67 C -4.626 1.821 -0.363  0.00
68 H -4.734 1.413 -1.376  0.00
69 H -5.274 1.245 0.308  0.00
70 H -4.997 2.855 -0.377  0.00
71 Co -0.247 0.086 -0.020  2.15
72 N 0.621 1.136 -1.262  0.10
73 C 1.203 0.951 -2.324  -0.15
74 C 1.173 1.714 -3.561  -0.04
75 C 0.993 3.091 -3.380  0.00
76 C 1.218 1.155 -4.854  -0.01
77 C 0.871 3.937 -4.478  0.00
78 H 0.919 3.477 -2.355  0.00
79 C 1.109 2.010 -5.954  0.00
80 H 1.298 0.073 -4.970  0.00
81 C 0.919 3.392 -5.771  0.01
82 H 0.740 5.012 -4.310  0.00
83 H 1.162 1.608 -6.964  0.00
84 H 0.819 4.060 -6.628  0.00
85 C -0.800 0.496 5.844  0.00
86 N -1.042 -0.940 5.818  0.00
87 C -1.142 -1.666 7.075  0.00
88 C -1.086 -1.590 4.640  0.00
89 O -1.010 -1.029 3.532  0.02
90 H -1.008 0.848 6.857  0.00
91 H -1.454 1.003 5.124  0.00
92 H 0.241 0.731 5.574  0.00
93 H -1.751 -2.563 6.912  0.00
94 H -0.154 -1.978 7.446  0.00
95 H -1.610 -1.019 7.825  0.00
96 H -1.217 -2.684 4.754  0.00

---

[7]
The following is a quantum chemistry calculation of a structure of composition C42H55AsBF5N14Sr, from OMol25.

Values from the calculation:
energy relative to the best compared isomer or geometry (same formula, charge and spin): 13.9 kcal per mole
charge: 0
HOMO energy: -0.2619 Eh
2S+1: 1

Last column: Löwdin charge in e.
Element x y z (Å)
1 Sr 0.687 -0.395 -0.604  1.20
2 C -3.576 -2.367 -1.367  -0.06
3 C -2.513 -2.062 -0.512  -0.16
4 N -1.485 -1.557 -1.186  -0.05
5 N -1.872 -1.508 -2.482  -0.04
6 C -3.119 -1.991 -2.612  -0.09
7 B -1.056 -0.838 -3.610  -0.53
8 N -0.904 0.687 -3.343  -0.04
9 C -1.057 1.661 -4.256  -0.09
10 C -0.847 2.878 -3.640  -0.06
11 C -0.565 2.539 -2.313  -0.16
12 N -0.588 1.223 -2.141  -0.05
13 N 0.340 -1.474 -3.799  -0.04
14 C 0.828 -2.000 -4.936  -0.08
15 C 2.180 -2.221 -4.774  -0.06
16 C 2.442 -1.775 -3.475  -0.16
17 N 1.334 -1.332 -2.893  -0.05
18 H -4.534 -2.789 -1.116  0.09
19 H -2.455 -2.151 0.558  0.07
20 H -3.590 -2.025 -3.580  0.12
21 H -1.665 -0.981 -4.636  0.12
22 H -1.313 1.419 -5.275  0.12
23 H -0.898 3.857 -4.082  0.09
24 H -0.375 3.180 -1.466  0.09
25 H 0.181 -2.169 -5.780  0.12
26 H 2.872 -2.629 -5.489  0.09
27 H 3.377 -1.742 -2.937  0.10
28 C -3.814 1.578 -1.893  -0.05
29 N -4.279 2.537 -0.914  -0.15
30 C -5.129 3.591 -1.414  -0.07
31 C -4.161 2.239 0.425  -0.38
32 N -3.055 1.728 0.846  0.17
33 C -3.035 1.021 2.046  -0.23
34 C -3.860 -0.073 2.214  -0.05
35 C -3.994 -0.705 3.464  -0.10
36 C -3.328 -0.214 4.550  -0.06
37 C -2.430 0.876 4.407  -0.18
38 C -1.780 1.408 5.549  -0.07
39 C -0.897 2.440 5.413  -0.09
40 C -0.573 2.926 4.135  -0.04
41 C -1.175 2.437 2.989  -0.24
42 N -0.662 2.786 1.741  0.16
43 C -0.358 4.012 1.474  -0.38
44 N -1.076 5.123 1.892  -0.16
45 C -0.403 6.236 2.531  -0.07
46 C -2.474 4.977 2.232  -0.06
47 N 0.724 4.298 0.688  -0.15
48 C 0.805 5.460 -0.175  -0.06
49 C 1.725 3.281 0.456  -0.05
50 C -2.195 1.440 3.126  -0.06
51 N -5.262 2.601 1.193  -0.15
52 C -6.582 2.164 0.783  -0.06
53 C -5.167 2.927 2.601  -0.05
54 H -3.031 0.968 -1.453  0.06
55 H -3.402 2.098 -2.760  0.08
56 H -4.635 0.934 -2.234  0.09
57 H -6.062 3.216 -1.853  0.08
58 H -4.595 4.138 -2.195  0.09
59 H -5.378 4.283 -0.613  0.09
60 H -4.448 -0.404 1.366  0.11
61 H -4.669 -1.547 3.568  0.10
62 H -3.473 -0.641 5.536  0.10
63 H -2.003 0.984 6.521  0.11
64 H -0.402 2.857 6.281  0.10
65 H 0.220 3.657 4.029  0.11
66 H 0.667 6.189 2.342  0.08
67 H -0.563 6.208 3.615  0.09
68 H -0.782 7.190 2.154  0.09
69 H -2.911 4.197 1.608  0.07
70 H -2.984 5.921 2.026  0.10
71 H -2.630 4.721 3.286  0.09
72 H -0.110 6.042 -0.112  0.09
73 H 0.948 5.139 -1.212  0.08
74 H 1.652 6.098 0.093  0.09
75 H 2.728 3.654 0.676  0.10
76 H 1.707 2.943 -0.583  0.06
77 H 1.508 2.436 1.098  0.05
78 H -6.547 1.720 -0.208  0.08
79 H -7.294 2.995 0.772  0.09
80 H -6.954 1.404 1.481  0.09
81 H -4.170 3.275 2.849  0.06
82 H -5.398 2.070 3.243  0.09
83 H -5.878 3.728 2.821  0.10
84 C -1.192 -3.301 2.566  -0.01
85 C -0.442 -2.052 2.869  -0.42
86 N 0.022 -1.176 2.004  0.03
87 C 0.676 -0.217 2.752  -0.16
88 C 0.612 -0.522 4.071  -0.08
89 N -0.105 -1.694 4.131  0.11
90 H -1.094 -3.538 1.509  0.06
91 H -2.252 -3.192 2.802  0.08
92 H -0.797 -4.141 3.141  0.08
93 H 1.159 0.632 2.298  0.08
94 H 0.984 -0.022 4.946  0.12
95 H -0.368 -2.186 4.966  0.16
96 C 1.457 -4.845 -0.089  -0.32
97 As 2.245 -3.114 0.393  1.04
98 C 2.794 -3.531 2.220  -0.30
99 C 3.975 -3.393 -0.482  -0.31
100 H 2.203 -5.638 -0.024  0.02
101 H 1.074 -4.791 -1.107  0.02
102 H 0.630 -5.080 0.581  0.01
103 H 3.137 -4.564 2.284  0.03
104 H 1.964 -3.375 2.908  0.00
105 H 3.601 -2.855 2.499  0.02
106 H 4.522 -4.206 -0.002  0.03
107 H 4.563 -2.477 -0.431  0.01
108 H 3.803 -3.646 -1.527  0.01
109 F 2.982 1.561 -2.397  0.02
110 C 3.778 1.196 -1.344  -0.29
111 C 3.219 0.528 -0.281  -0.11
112 C 4.116 0.233 0.716  -0.29
113 F 3.696 -0.447 1.830  0.01
114 C 5.461 0.563 0.699  -0.16
115 F 6.286 0.248 1.712  0.10
116 C 5.962 1.237 -0.402  -0.15
117 F 7.256 1.575 -0.456  0.11
118 C 5.110 1.561 -1.444  -0.16
119 F 5.594 2.216 -2.511  0.10

---

[8]
The following is a quantum chemistry calculation of a structure of composition C31H38NO6RuTe2, from OMol25.

Values from the calculation:
energy relative to the best compared isomer or geometry (same formula, charge and spin): 29.7 kcal per mole
charge: +2
HOMO energy (spin up / spin down): -0.5045 / -0.5124 Eh
2S+1: 2

Last column: Mulliken spin population.
Element x y z (Å)
1 Ru -0.210 -2.121 2.405  -0.01
2 O -3.705 -0.652 4.171  0.00
3 C -2.492 -1.095 3.997  0.00
4 O -1.849 -0.896 2.972  -0.01
5 C -1.898 -1.782 5.186  0.00
6 O -0.857 -2.636 4.774  0.00
7 C -1.186 -4.039 4.743  0.00
8 C -1.720 -4.440 3.383  0.00
9 O -2.309 -5.469 3.235  0.00
10 O -1.476 -3.588 2.390  0.00
11 H -4.030 -0.183 3.384  0.00
12 H -2.658 -2.284 5.784  0.00
13 H -1.463 -0.982 5.795  0.00
14 H -1.915 -4.287 5.511  0.00
15 H -0.270 -4.593 4.951  0.00
16 C 3.239 -3.745 2.488  0.00
17 Te 2.103 -2.606 3.860  0.00
18 C 3.247 -0.845 3.584  0.00
19 H 4.218 -3.879 2.943  0.00
20 H 3.304 -3.215 1.544  0.00
21 H 2.745 -4.701 2.349  0.00
22 H 3.231 -0.579 2.531  0.00
23 H 4.260 -1.056 3.918  0.00
24 H 2.813 -0.056 4.192  0.00
25 C -2.619 5.757 -4.563  0.00
26 C -2.298 4.688 -3.563  0.06
27 C -2.959 3.464 -3.581  0.00
28 C -2.677 2.471 -2.657  -0.04
29 C -3.405 1.157 -2.748  0.05
30 C -1.677 2.725 -1.699  -0.01
31 Te -1.261 1.188 -0.395  0.85
32 N -0.164 -1.606 0.700  0.02
33 C 0.175 -2.844 0.143  0.01
34 O 0.810 -3.552 0.959  0.00
35 C -0.217 -3.188 -1.212  -0.02
36 C -1.264 -2.514 -1.843  0.04
37 C -1.625 -2.868 -3.129  0.00
38 C -0.938 -3.882 -3.787  0.00
39 C 0.103 -4.557 -3.159  0.00
40 C 0.459 -4.219 -1.866  0.00
41 C 0.823 1.287 -0.379  0.15
42 C 1.503 1.310 -1.601  -0.13
43 C 0.830 1.103 -2.932  0.02
44 C 2.878 1.522 -1.569  -0.01
45 C 3.569 1.721 -0.382  0.02
46 C 5.048 1.978 -0.380  0.00
47 C 2.861 1.655 0.817  0.01
48 C 1.494 1.424 0.850  -0.07
49 C 0.814 1.317 2.190  0.06
50 C -0.996 3.961 -1.637  -0.03
51 C 0.039 4.307 -0.600  0.04
52 C -1.336 4.916 -2.579  -0.01
53 H -3.381 5.434 -5.268  0.00
54 H -1.725 6.037 -5.123  0.01
55 H -2.975 6.656 -4.057  0.01
56 H -3.717 3.283 -4.333  0.00
57 H -4.292 1.255 -3.371  0.00
58 H -3.740 0.799 -1.770  0.00
59 H -2.772 0.385 -3.194  -0.01
60 H -1.813 -1.749 -1.307  -0.01
61 H -2.454 -2.373 -3.619  0.00
62 H -1.224 -4.157 -4.794  0.00
63 H 0.626 -5.349 -3.675  0.00
64 H 1.257 -4.742 -1.356  0.00
65 H -0.029 0.432 -2.863  0.01
66 H 1.530 0.657 -3.637  0.00
67 H 0.488 2.049 -3.356  0.00
68 H 3.422 1.540 -2.506  0.00
69 H 5.407 2.248 -1.371  0.00
70 H 5.590 1.085 -0.061  0.00
71 H 5.304 2.779 0.312  0.00
72 H 3.391 1.810 1.750  0.00
73 H 1.391 1.830 2.958  0.01
74 H 0.735 0.256 2.480  -0.02
75 H -0.191 1.739 2.205  -0.01
76 H -0.240 3.945 0.392  0.00
77 H 0.149 5.388 -0.535  0.00
78 H 1.015 3.888 -0.850  0.00
79 H -0.845 5.882 -2.539  0.00